DFT (the ωB97M-V functional and the def2-TZVPD basis) results for a 2-piece molecular cluster, C5H17N2O overall.

```
25
Properties=species:S:1:pos:R:3
C -0.4294 -1.4851 -0.6138
N 0.9687 -1.4080 -0.9651
C 1.4718 -0.8534 -2.2586
C -1.1965 -0.1309 -0.6494
N -0.5154 0.8954 0.1684
C -0.2820 0.5577 1.5932
C -1.5379 0.1146 2.4841
H -0.5981 -1.8429 0.3164
H -0.9591 -2.1192 -1.3663
H 1.3009 -2.2903 -0.8759
H 1.9896 -1.5350 -2.9008
H 2.0744 0.0441 -1.9981
H 0.7552 -0.4722 -3.0378
H -2.2351 -0.3679 -0.2100
H -1.4551 0.3313 -1.5815
H -0.8627 1.8229 0.1439
H 0.5479 0.9391 -0.1440
H 0.1937 1.3754 2.1306
H 0.4982 -0.3436 1.6046
H -1.4036 0.0165 3.5492
H -2.3581 0.8120 2.2412
H -1.8848 -0.8656 2.1520
H 2.3540 2.4857 -0.5547
H 1.6821 2.4638 0.7520
O 1.8812 1.8556 0.0203
```

Results
**HOMO-LUMO gap (spin up / spin down)**: 13.18 / 7.44 eV
**Expectation value of S²**: 0.75
**E_tot**: -384.69956 Eh
**Net charge**: +2
**Multiplicity**: 2

Results of the natural (NBO) charge analysis, in e, for atoms 1 through 4: -0.300, -0.068, -0.525, -0.257


DFT (the ωB97M-V functional and the def2-TZVPD basis) results for a 2-piece molecular cluster, C2H5N3O2 overall.

```
12
Properties=species:S:1:pos:R:3
C 0.0623 -2.4757 1.0953
C 1.0066 -0.3934 0.5883
N -0.4997 -3.2018 1.7730
N -2.0269 1.8277 -0.6387
N 1.5737 0.1605 -0.4961
O 0.7663 0.1128 1.6365
O 0.6902 -1.7225 0.2696
H -1.3112 2.4980 -0.8877
H -2.4242 1.4522 -1.4910
H 1.9645 1.0832 -0.4239
H 1.7855 -0.4101 -1.2993
H -1.5873 1.0691 -0.1260
```

Results
**HOMO-LUMO gap**: 10.42 eV
**E_tot**: -393.94909 Eh
**SMILES**: N#COC(N)=O.N
**Multiplicity**: 1

Results of the natural (NBO) charge analysis, in e, for atoms 1 through 4: 0.546, 0.880, -0.365, -1.067


DFT (the ωB97M-V functional and the def2-TZVPD basis) results for a 2-piece molecular cluster, C4H7NS overall.

```
13
Properties=species:S:1:pos:R:3
C 1.1808 -1.1208 1.0826
C 1.1171 -0.9310 -0.1228
C -2.2728 1.2911 1.2748
C 1.0800 -0.7234 -1.5139
N -2.0038 0.5263 0.3457
S -2.4565 0.5273 -1.1850
H 1.5821 -1.1414 2.0678
H -1.6974 1.1687 2.2199
H -3.0773 2.0417 0.9943
H 1.7286 0.2069 -1.8932
H 0.1298 -0.5794 -2.1896
H 1.6721 -1.6258 -1.9529
H -1.3076 -0.2876 0.5979
```

Results
**HOMO-LUMO gap**: 8.57 eV
**E_tot**: -609.39166 Eh
**SMILES**: C=[NH+][S-].C#CC
**Multiplicity**: 1

Results of the natural (NBO) charge analysis, in e, for atoms 1 through 4: -0.300, 0.011, -0.103, -0.746


Molar mass values, unit g mol⁻¹, following the record order: 121.20 103.08 101.17.
Energy above the lowest of the compared OMol25 structures with the same formula, charge and spin values, unit kJ/mol, following the record order: 251.1 184.3 438.0.
Max |F| values, unit eV/A, following the record order: 4.80 1.10 6.02.